1.
{"formula": "C44H48BN6O2Zr", "method": "ωB97M-V/def2-TZVPD", "elements": ["Zr", "O", "C", "N", "C", "C", "C", "C", "C", "C", "N", "C", "O", "C", "C", "C", "C", "C", "N", "C", "C", "C", "C", "C", "N", "H", "H", "H", "H", "H", "H", "H", "H", "H", "H", "H", "H", "C", "C", "C", "C", "C", "C", "C", "C", "C", "C", "C", "C", "N", "B", "N", "C", "C", "C", "C", "C", "C", "C", "C", "C", "C", "C", "C", "C", "C", "H", "H", "H", "H", "H", "H", "H", "H", "H", "H", "H", "H", "H", "H", "H", "H", "H", "H", "H", "H", "H", "H", "H", "H", "H", "H", "H", "H", "H", "H", "H", "H", "H", "H", "H", "H"], "coordinates": [[-0.201, -0.348, 1.527], [-4.110, 1.101, 1.569], [-3.087, 0.461, 1.562], [-1.811, 0.905, 1.838], [-1.568, 2.128, 2.534], [-2.508, 3.145, 2.697], [-2.195, 4.268, 3.445], [-0.942, 4.409, 4.022], [0.001, 3.412, 3.847], [-0.314, 2.261, 3.138], [0.757, 1.302, 3.037], [0.813, 0.102, 3.574], [-0.163, -0.716, 3.698], [2.170, -0.517, 3.403], [3.144, -0.758, 4.346], [4.350, -1.269, 3.889], [4.525, -1.501, 2.531], [3.476, -1.252, 1.665], [2.306, -0.778, 2.097], [-3.155, -1.032, 1.305], [-4.380, -1.626, 1.094], [-4.443, -3.006, 0.974], [-3.276, -3.746, 1.084], [-2.085, -3.086, 1.303], [-2.019, -1.753, 1.405], [-3.474, 3.054, 2.233], [-2.939, 5.043, 3.565], [-0.695, 5.289, 4.599], [0.995, 3.500, 4.264], [2.967, -0.544, 5.391], [5.154, -1.471, 4.585], [5.463, -1.872, 2.143], [3.570, -1.423, 0.600], [-5.252, -0.989, 1.043], [-5.392, -3.498, 0.804], [-3.275, -4.823, 1.005], [-1.155, -3.636, 1.400], [-1.832, 3.839, -3.121], [-1.234, 2.781, -2.195], [-2.302, 2.266, -1.227], [-0.016, 3.275, -1.428], [0.096, 4.615, -1.074], [1.181, 5.074, -0.344], [2.181, 4.199, 0.036], [2.116, 2.848, -0.295], [3.285, 1.933, 0.017], [4.301, 1.976, -1.130], [3.968, 2.254, 1.344], [1.001, 2.400, -1.014], [0.901, 1.019, -1.405], [0.346, -0.094, -0.673], [0.343, -1.153, -1.663], [0.906, -0.686, -2.845], [1.231, 0.616, -2.690], [-0.335, -2.410, -1.649], [0.202, -3.496, -0.959], [-0.463, -4.719, -1.027], [-1.632, -4.856, -1.753], [-2.159, -3.762, -2.424], [-1.525, -2.525, -2.390], [-2.108, -1.367, -3.185], [-2.036, -1.658, -4.686], [-3.544, -1.047, -2.778], [1.501, -3.389, -0.191], [1.320, -3.800, 1.272], [2.603, -4.219, -0.857], [-2.614, 3.389, -3.734], [-1.082, 4.267, -3.786], [-2.295, 4.652, -2.560], [-0.922, 1.942, -2.821], [-2.669, 3.079, -0.595], [-1.892, 1.492, -0.581], [-3.152, 1.849, -1.772], [-0.669, 5.316, -1.377], [1.253, 6.123, -0.089], [3.036, 4.577, 0.581], [2.893, 0.917, 0.069], [4.696, 2.987, -1.250], [3.847, 1.678, -2.076], [5.141, 1.307, -0.928], [4.467, 3.224, 1.315], [4.741, 1.510, 1.555], [3.255, 2.255, 2.168], [1.007, -1.317, -3.714], [1.667, 1.298, -3.403], [-0.048, -5.581, -0.518], [-2.123, -5.819, -1.816], [-3.070, -3.876, -2.998], [-1.510, -0.477, -2.986], [-2.660, -2.516, -4.947], [-1.016, -1.879, -5.006], [-2.392, -0.799, -5.256], [-4.211, -1.895, -2.944], [-3.922, -0.208, -3.365], [-3.600, -0.770, -1.726], [1.811, -2.344, -0.226], [0.841, -4.777, 1.354], [0.709, -3.087, 1.842], [2.284, -3.867, 1.781], [2.345, -5.280, -0.865], [3.546, -4.109, -0.319], [2.757, -3.905, -1.889]], "homo_ev": -10.33, "gap_ev": 6.529, "total_charge": 1, "lumo_energy_ev": -3.802}



2.
{"formula": "C4H5ClN2", "method": "ωB97M-V/def2-TZVPD", "elements": ["C", "C", "C", "C", "N", "N", "Cl", "H", "H", "H", "H", "H"], "coordinates": [[0.771, -1.206, 0.146], [-1.666, -0.253, 0.729], [-1.343, -0.123, -0.826], [-0.384, -0.616, 0.156], [1.943, -1.422, 0.109], [2.227, 1.519, -0.472], [3.026, 0.315, 0.156], [-1.621, 0.643, 1.370], [-2.229, -0.997, 1.287], [-1.685, -0.858, -1.588], [-1.010, 0.782, -1.329], [1.970, 2.216, 0.261]], "e_above_lowest_kj_mol": 725.97, "homo_ev": [-8.53, -8.30], "gap_ev": [7.740, 7.652], "lumo_energy_ev": [-0.794, -0.646]}



3.
{"formula": "C18H54N13O12Pd", "method": "ωB97M-V/def2-TZVPD", "elements": ["N", "H", "H", "H", "H", "Pd", "C", "O", "O", "O", "C", "O", "C", "C", "N", "C", "C", "O", "C", "H", "H", "H", "H", "H", "H", "H", "H", "H", "H", "H", "H", "H", "H", "H", "C", "O", "C", "C", "N", "C", "C", "O", "C", "H", "H", "H", "H", "H", "H", "H", "H", "H", "H", "H", "H", "H", "H", "H", "C", "O", "N", "N", "H", "H", "H", "H", "C", "O", "N", "N", "H", "H", "H", "H", "C", "O", "N", "N", "H", "H", "H", "H", "C", "O", "N", "N", "H", "H", "H", "H", "C", "O", "N", "N", "H", "H", "H", "H"], "coordinates": [[-20.849, 19.153, 16.476], [-21.550, 18.635, 15.966], [-20.297, 19.672, 15.808], [-20.194, 18.536, 16.935], [-21.154, 19.865, 17.124], [-15.500, 12.065, 15.595], [-17.139, 15.345, 17.684], [-17.786, 14.810, 16.759], [-16.152, 14.779, 18.010], [-17.520, 16.403, 18.139], [-25.337, 20.015, 16.107], [-24.321, 20.381, 17.023], [-24.798, 20.625, 18.376], [-24.286, 21.953, 18.951], [-22.842, 22.050, 19.175], [-22.440, 21.395, 20.355], [-20.946, 21.531, 20.774], [-20.714, 22.912, 20.889], [-19.456, 23.150, 21.556], [-24.844, 19.757, 15.169], [-25.921, 20.876, 15.779], [-26.039, 19.213, 16.332], [-24.431, 19.778, 18.956], [-25.886, 20.604, 18.316], [-24.848, 22.124, 19.870], [-24.582, 22.794, 18.324], [-22.485, 22.988, 19.282], [-22.491, 20.310, 20.258], [-22.928, 21.739, 21.267], [-20.200, 21.199, 20.052], [-20.865, 21.011, 21.728], [-19.498, 22.620, 22.508], [-19.269, 24.207, 21.744], [-18.656, 22.575, 21.088], [-17.137, 9.555, 17.220], [-15.721, 9.759, 17.131], [-14.991, 8.941, 18.053], [-13.610, 9.507, 18.246], [-12.956, 10.000, 16.992], [-11.798, 10.879, 17.121], [-10.737, 10.611, 16.046], [-11.312, 10.792, 14.726], [-10.430, 10.442, 13.695], [-17.585, 10.200, 17.975], [-17.380, 8.500, 17.342], [-17.451, 9.884, 16.229], [-14.981, 7.932, 17.640], [-15.505, 8.963, 19.015], [-13.053, 8.757, 18.808], [-13.695, 10.350, 18.933], [-12.568, 9.151, 16.607], [-11.318, 10.683, 18.080], [-12.064, 11.929, 16.999], [-10.308, 9.616, 16.164], [-9.915, 11.316, 16.168], [-10.764, 10.609, 12.671], [-10.114, 9.405, 13.802], [-9.531, 11.057, 13.664], [-16.335, 15.534, 23.722], [-16.422, 15.260, 24.897], [-16.804, 16.560, 23.160], [-15.639, 14.826, 22.865], [-17.201, 17.267, 23.762], [-16.790, 16.711, 22.161], [-15.356, 13.910, 23.183], [-15.707, 14.977, 21.869], [-12.431, 19.195, 18.090], [-11.548, 20.049, 18.126], [-13.695, 19.462, 18.010], [-12.240, 17.894, 18.192], [-14.424, 18.773, 18.129], [-13.947, 20.417, 17.797], [-11.263, 17.639, 18.161], [-13.059, 17.354, 18.431], [-23.341, 14.904, 18.913], [-24.473, 14.848, 19.288], [-22.827, 14.428, 17.820], [-22.291, 15.432, 19.524], [-23.323, 13.814, 17.189], [-21.825, 14.505, 17.720], [-22.495, 15.739, 20.464], [-21.389, 15.410, 19.068], [-14.187, 16.514, 12.255], [-14.334, 15.485, 12.867], [-13.805, 16.577, 10.976], [-14.634, 17.640, 12.746], [-14.103, 17.456, 10.578], [-13.705, 15.790, 10.350], [-14.406, 18.463, 12.206], [-15.189, 17.630, 13.590], [-21.695, 15.856, 11.513], [-22.071, 16.458, 12.453], [-22.182, 15.973, 10.332], [-20.754, 15.010, 11.525], [-22.848, 16.689, 10.082], [-21.685, 15.458, 9.618], [-20.643, 14.486, 10.668], [-20.269, 14.826, 12.391]], "e_above_lowest_kj_mol": 771.19, "multiplicity": 3, "s2": 2.012, "homo_ev": [-10.89, -10.89], "gap_ev": [6.782, 5.668], "total_charge": 1, "lumo_energy_ev": [-4.110, -5.224]}



4.
{"formula": "C32H44F8N5O3PS", "method": "ωB97M-V/def2-TZVPD", "elements": ["C", "P", "C", "C", "C", "C", "C", "C", "C", "N", "C", "C", "C", "O", "C", "C", "F", "F", "C", "F", "F", "C", "F", "F", "C", "F", "F", "C", "N", "S", "N", "C", "C", "C", "C", "C", "C", "C", "C", "C", "H", "H", "H", "H", "H", "H", "H", "H", "H", "H", "H", "H", "H", "H", "H", "H", "H", "H", "H", "H", "H", "H", "H", "H", "H", "H", "H", "H", "H", "H", "C", "C", "O", "N", "C", "H", "H", "H", "H", "H", "H", "H", "C", "C", "O", "N", "C", "H", "H", "H", "H", "H", "H", "H"], "coordinates": [[3.120, 3.265, 2.921], [3.867, 2.364, 1.512], [4.518, 0.942, 2.500], [2.638, 1.521, 0.411], [1.204, 1.796, 0.256], [0.503, 2.876, 1.039], [-0.232, 2.425, 2.320], [-1.637, 3.023, 2.414], [-1.628, 4.556, 2.603], [-1.973, 5.361, 1.427], [0.443, 1.129, -0.649], [-1.040, 1.331, -0.823], [-1.917, 0.608, 0.225], [-2.628, -0.505, -0.296], [-1.838, -1.652, -0.490], [-2.357, -2.798, 0.385], [-1.577, -2.865, 1.517], [-3.622, -2.604, 0.798], [-2.262, -4.211, -0.237], [-0.953, -4.523, -0.366], [-2.828, -5.085, 0.626], [-2.923, -4.447, -1.625], [-2.133, -3.919, -2.591], [-2.968, -5.791, -1.814], [-4.354, -3.942, -1.855], [-5.158, -4.373, -0.857], [-4.371, -2.590, -1.882], [1.081, 0.169, -1.482], [0.498, -0.566, -2.434], [1.657, -1.483, -3.066], [2.911, -1.013, -2.207], [2.469, -0.074, -1.367], [3.263, 0.642, -0.432], [4.756, 0.405, -0.478], [5.353, 0.677, -1.841], [5.220, 1.942, -2.385], [5.762, 2.240, -3.622], [6.448, 1.268, -4.327], [6.586, 0.006, -3.788], [6.039, -0.290, -2.555], [3.982, 3.530, 3.533], [2.631, 4.190, 2.640], [2.481, 2.641, 3.535], [4.320, 1.102, 3.557], [5.595, 0.896, 2.361], [4.074, 0.000, 2.190], [-0.260, 3.295, 0.383], [1.193, 3.696, 1.213], [-0.310, 1.339, 2.303], [0.283, 2.744, 3.216], [-2.153, 2.567, 3.257], [-2.187, 2.822, 1.492], [-0.625, 4.864, 2.902], [-2.302, 4.834, 3.411], [-2.661, 4.905, 0.843], [-1.161, 5.544, 0.857], [-1.308, 2.384, -0.866], [-1.317, 0.914, -1.790], [-2.694, 1.289, 0.565], [-1.324, 0.297, 1.087], [-1.808, -1.915, -1.541], [-0.809, -1.481, -0.179], [-4.711, -4.343, -2.805], [5.254, 1.100, 0.194], [4.978, -0.615, -0.165], [4.684, 2.706, -1.836], [5.640, 3.236, -4.020], [6.876, 1.505, -5.290], [7.116, -0.757, -4.340], [6.128, -1.284, -2.139], [-4.329, 1.620, -2.782], [-3.670, 2.773, -3.502], [-3.151, 3.697, -2.895], [-3.663, 2.741, -4.861], [-4.219, 1.730, -5.737], [-4.237, 1.795, -1.715], [-5.386, 1.542, -3.037], [-3.830, 0.680, -3.022], [-3.204, 3.535, -5.279], [-3.439, 1.289, -6.360], [-4.979, 2.160, -6.390], [-4.677, 0.939, -5.152], [-0.252, -5.276, 6.277], [-0.478, -4.222, 5.215], [-0.095, -3.073, 5.360], [-1.127, -4.606, 4.085], [-1.643, -5.915, 3.744], [0.274, -4.812, 7.104], [-1.199, -5.678, 6.637], [0.351, -6.099, 5.889], [-1.249, -3.863, 3.416], [-1.175, -6.288, 2.832], [-2.721, -5.872, 3.577], [-1.447, -6.620, 4.545]], "homo_ev": -8.07, "gap_ev": 7.603, "lumo_energy_ev": -0.471}